# 1
14
Properties=species:S:1:pos:R:3 method="wB97M-V/def2-TZVPD" homo_lumo_gap_ev="8.3302 / 8.5101" charge=0 homo_energy_ev="-7.825 / -7.934"
C 0.044 -1.496 -0.766
C -0.777 -0.357 -0.451
C -0.925 0.132 0.975
O 0.367 0.251 1.508
C 1.095 0.878 0.453
C 0.237 0.700 -0.777
H 0.926 -1.737 -0.186
H -0.329 -2.301 -1.413
H -1.708 -0.302 -1.010
H -1.543 -0.417 1.705
H -1.119 1.191 0.515
H 2.039 0.345 0.342
H 1.321 1.922 0.734
H 0.405 1.267 -1.680



# 2
14
Properties=species:S:1:pos:R:3 method="wB97M-V/def2-TZVPD" homo_lumo_gap_ev=10.1947 charge=0 homo_energy_ev=-9.109
C -0.709 -1.012 -0.217
C 0.105 0.088 -0.870
C -0.660 1.132 -0.013
C -0.515 -0.139 1.046
O 0.861 0.127 1.299
C 1.393 0.016 -0.013
H -1.756 -0.974 -0.554
H -0.343 -2.042 -0.282
H 0.196 0.137 -1.957
H -1.672 1.417 -0.287
H -0.036 2.043 0.100
H -0.855 -0.642 1.976
H 1.881 -0.961 0.001
H 2.110 0.811 -0.228



# 3
14
Properties=species:S:1:pos:R:3 method="wB97M-V/def2-TZVPD" homo_lumo_gap_ev=10.3293 charge=0 homo_energy_ev=-9.387 smiles="C=CCC(C)=O"
C 0.385 2.099 0.231
C 0.307 0.971 0.923
C 0.885 -0.332 0.484
C 0.151 -0.867 -0.722
C -1.178 -1.468 -0.550
O 0.484 -0.567 -1.838
H 1.263 2.446 -0.311
H -0.341 2.840 0.524
H -0.284 0.978 1.833
H 1.829 -0.328 -0.357
H 1.022 -1.009 1.334
H -1.458 -1.976 -1.469
H -1.168 -2.138 0.296
H -1.897 -0.649 -0.378



# 4
14
Properties=species:S:1:pos:R:3 method="wB97M-V/def2-TZVPD" homo_lumo_gap_ev=9.5997 charge=0 homo_energy_ev=-8.552 smiles="C[C@@H]1C=COC1"
C -1.942 0.019 -0.531
C -0.750 0.079 0.486
C 0.286 1.221 0.375
C 1.327 0.686 -0.273
O 1.283 -0.642 -0.463
C 0.212 -1.152 0.433
H -2.582 -0.916 -0.453
H -2.496 0.944 -0.358
H -1.392 0.268 -1.555
H -1.217 0.058 1.478
H -0.107 2.205 0.778
H 2.309 0.950 -0.622
H -0.143 -2.148 0.052
H 0.567 -1.336 1.448



# 5
14
Properties=species:S:1:pos:R:3 method="wB97M-V/def2-TZVPD" homo_lumo_gap_ev=9.6892 charge=0 homo_energy_ev=-8.584
C -1.742 -0.641 0.157
C -0.751 0.405 -0.307
O -0.214 1.215 0.775
C 1.112 0.951 0.318
C 1.644 -0.346 0.645
C 0.660 0.008 -0.761
H -2.585 -0.166 0.670
H -1.270 -1.342 0.853
H -2.134 -1.201 -0.702
H -1.208 1.065 -1.062
H 1.787 1.791 0.198
H 2.609 -0.581 0.212
H 0.855 -1.205 0.383
H 1.022 -0.039 -1.782



# 6
14
Properties=species:S:1:pos:R:3 method="wB97M-V/def2-TZVPD" homo_lumo_gap_ev="8.2507 / 6.6539" charge=0 homo_energy_ev="-8.890 / -7.901"
C 1.062 0.541 -0.509
C 0.073 1.190 0.360
C -1.257 0.719 0.173
C -0.682 -1.046 -0.042
C 0.840 -0.885 0.147
O 1.252 -0.788 1.387
H 0.778 0.566 -1.570
H 2.080 0.881 -0.354
H 0.354 1.847 1.178
H -2.005 1.127 0.879
H -1.651 0.708 -0.841
H -1.129 -1.720 0.697
H -0.927 -1.364 -1.071
H 1.213 -1.777 -0.433



# 7
14
Properties=species:S:1:pos:R:3 method="wB97M-V/def2-TZVPD" homo_lumo_gap_ev=10.3088 charge=0 homo_energy_ev=-9.285 smiles="C=CCC(C)=O"
C 0.138 1.090 1.781
C 0.042 1.166 0.462
C -1.030 0.402 -0.238
C -0.301 -0.957 -0.235
C 0.772 -1.194 -1.288
O -0.601 -1.762 0.590
H -0.682 0.871 2.466
H 1.052 1.414 2.232
H 0.824 1.640 -0.138
H -1.897 0.270 0.423
H -1.324 0.821 -1.205
H 1.321 -2.140 -1.246
H 0.161 -1.206 -2.184
H 1.523 -0.414 -1.420



# 8
14
Properties=species:S:1:pos:R:3 method="wB97M-V/def2-TZVPD" homo_lumo_gap_ev=11.0560 charge=0 homo_energy_ev=-10.065 smiles=C#C[C@@H](C)CO
C -0.713 2.206 -0.529
C -0.681 1.076 -0.109
C -0.367 -0.365 -0.065
C 0.364 -0.509 -1.426
C 0.445 -0.764 1.182
O -0.300 -0.671 2.378
H -0.704 3.171 -0.984
H -1.294 -0.953 -0.035
H 1.211 0.184 -1.424
H -0.325 -0.155 -2.200
H 0.719 -1.501 -1.716
H 0.735 -1.818 1.108
H 1.365 -0.163 1.239
H -0.455 0.262 2.579



For each record above, in turn, the calculated relative energy (zero: lowest compared OMol25 entry of this formula, charge and spin) values are 468.5 256.7 231.6 192.2 422.3 474.1 131.4 232.5 kJ/mol.